Molecular formula: C5H10NO2
Method: DFT, the ωB97M-V functional and the def2-TZVPD basis

```
18
Properties=species:S:1:pos:R:3
C -1.22 0.70 -1.12
N -0.05 0.58 -0.30
C -0.23 1.53 0.84
C 0.32 -0.73 0.07
C -0.86 -1.65 0.64
O -0.79 -2.22 1.65
C 1.51 -1.27 0.05
O 2.53 -0.46 -0.32
H -1.18 0.07 -2.01
H -2.28 0.61 -0.67
H -1.31 1.76 -1.60
H 0.86 0.87 -0.82
H 0.50 1.12 1.66
H 0.01 2.54 0.68
H -1.15 1.44 1.50
H -1.69 -1.75 0.01
H 1.57 -2.26 0.14
H 3.46 -0.89 -0.41
```

Properties
Total charge: +1
E_LUMO (Ha): -0.1266
2S+1: 1
SMILES string: C[NH+](C)/C(C=O)=C\O
HOMO (Eh): -0.5192
Frontier orbital gap (eV): 10.7
Calculated total energy (hartree): -401.3917

Molecular formula: C40H51BrF4O2P2PdS
Method: DFT, the ωB97M-V functional and the def2-TZVPD basis

```
102
Properties=species:S:1:pos:R:3
Pd 0.08 -1.07 0.93
F 5.21 -4.49 4.69
C 4.49 -3.91 3.73
C 4.96 -3.86 2.44
F 6.15 -4.39 2.15
C 4.20 -3.24 1.46
F 4.72 -3.23 0.24
C 2.96 -2.68 1.72
P 2.00 -1.83 0.36
C 1.96 -3.10 -0.95
C 1.75 -2.65 -2.26
C 1.56 -3.55 -3.29
C 1.55 -4.92 -3.03
C 1.73 -5.37 -1.73
C 1.93 -4.46 -0.70
C 3.30 -0.65 -0.20
C 4.15 -0.81 -1.29
C 5.03 0.20 -1.66
C 5.10 1.37 -0.92
C 4.27 1.54 0.18
C 3.37 0.54 0.52
C 2.49 -2.76 3.03
Br 0.84 -2.06 3.62
C 3.25 -3.36 4.02
F 2.83 -3.43 5.29
H 1.72 -1.59 -2.46
H 1.41 -3.19 -4.30
H 1.40 -5.63 -3.83
H 1.70 -6.43 -1.51
H 2.04 -4.83 0.31
H 4.12 -1.73 -1.87
H 5.68 0.06 -2.51
H 5.79 2.15 -1.21
H 4.32 2.45 0.77
H 2.70 0.68 1.37
O -1.06 -4.47 0.67
S -1.73 -3.14 0.55
C -3.53 -3.50 0.61
C -4.09 -3.50 -0.82
C -2.91 -3.70 -1.76
C -1.83 -2.78 -1.22
H -4.01 -2.77 1.27
H -3.56 -4.48 1.08
H -4.56 -2.54 -1.03
H -4.85 -4.27 -0.94
H -3.16 -3.46 -2.80
H -2.55 -4.73 -1.73
H -2.09 -1.72 -1.30
H -0.83 -2.94 -1.62
O -1.69 0.30 0.74
P -1.50 1.78 0.53
C -0.19 2.17 -0.69
C 0.11 1.02 -1.69
C -0.17 1.42 -3.14
C 0.68 2.63 -3.55
C 0.75 3.69 -2.43
C -0.39 3.51 -1.43
C -3.07 2.51 -0.05
C -3.51 1.79 -1.35
C -4.80 0.99 -1.18
C -4.74 0.15 0.09
C -4.63 1.03 1.35
C -4.17 2.46 1.02
C -1.10 2.54 2.15
C 0.25 1.99 2.69
C 1.44 2.95 2.61
C 1.09 4.36 3.06
C -0.03 4.89 2.18
C -1.29 4.05 2.35
H 0.69 2.29 -0.06
H -0.45 0.12 -1.42
H 1.16 0.75 -1.59
H -1.23 1.65 -3.27
H 0.04 0.58 -3.80
H 0.26 3.08 -4.46
H 1.69 2.30 -3.81
H 0.73 4.70 -2.85
H 1.70 3.60 -1.89
H -1.34 3.51 -1.96
H -0.42 4.34 -0.73
H -2.86 3.56 -0.27
H -2.73 1.09 -1.68
H -3.62 2.52 -2.16
H -4.95 0.36 -2.06
H -5.66 1.67 -1.14
H -3.86 -0.49 0.03
H -5.62 -0.50 0.16
H -3.93 0.57 2.05
H -5.60 1.10 1.86
H -3.86 2.97 1.93
H -5.02 3.03 0.63
H -1.88 2.04 2.74
H 0.51 1.07 2.14
H 0.11 1.69 3.73
H 1.82 3.01 1.59
H 2.25 2.54 3.22
H 1.97 5.01 3.00
H 0.77 4.36 4.11
H 0.31 4.87 1.14
H -0.26 5.93 2.42
H -2.09 4.43 1.71
H -1.64 4.20 3.38
```

Properties
E_LUMO (Ha): 0.0175
2S+1: 1
HOMO (Eh): -0.2381
Frontier orbital gap (eV): 7.0
Calculated total energy (hartree): -5887.5897

Molecular formula: C39H45N5O2Yb
Method: DFT, the ωB97M-V functional and the def2-TZVPD basis

```
92
Properties=species:S:1:pos:R:3
Yb -0.13 0.80 0.46
N 0.54 -0.14 2.52
C -0.18 0.46 3.67
C -1.61 0.95 3.23
N -1.63 1.91 2.13
C -1.36 3.24 2.64
C -0.36 4.01 1.75
N 0.72 3.11 1.44
C -2.99 1.89 1.50
C -3.03 2.74 0.26
N -1.83 2.30 -0.59
H 0.22 -1.12 2.33
H 1.55 -0.17 2.66
H 0.38 1.26 4.16
H -0.36 -0.30 4.50
H -2.05 1.45 4.09
H -2.19 0.07 2.90
H -0.98 3.22 3.67
H -2.26 3.81 2.78
H -0.06 4.95 2.29
H -0.86 4.26 0.81
H 1.42 2.88 2.15
H 1.36 3.48 0.76
H -3.74 2.21 2.20
H -3.20 0.84 1.27
H -2.87 3.78 0.52
H -3.97 2.67 -0.21
H -1.53 3.10 -1.12
H -2.16 1.68 -1.31
O -1.35 -0.85 0.68
C -2.08 -1.79 0.05
C -2.41 -1.26 -1.38
C -1.16 -1.13 -2.25
C -0.98 -2.12 -3.21
C 0.16 -1.93 -4.04
C 1.02 -0.88 -3.86
C 0.76 0.01 -2.84
C 1.68 1.19 -2.55
C 2.61 0.89 -1.31
O 1.78 0.45 -0.27
C 3.60 -0.15 -1.80
C 4.55 0.19 -2.79
C 5.52 -0.69 -3.23
C 5.58 -1.98 -2.73
C 4.66 -2.32 -1.74
C 3.71 -1.41 -1.25
C 3.26 2.16 -0.80
C 4.01 2.01 0.37
C 4.52 3.12 1.00
C 4.22 4.43 0.53
C 3.56 4.57 -0.66
C 3.08 3.45 -1.30
N -0.34 -0.07 -2.06
C -1.40 -3.19 -0.06
C -0.04 -3.28 -0.41
C 0.56 -4.49 -0.68
C -0.21 -5.64 -0.53
C -1.55 -5.57 -0.14
C -2.12 -4.35 0.13
C -3.42 -1.88 0.85
C -4.76 -1.69 0.38
C -5.85 -1.67 1.25
C -5.60 -2.00 2.56
C -4.32 -2.13 3.06
C -3.24 -2.04 2.20
H -2.92 -0.31 -1.28
H -3.01 -2.02 -1.95
H -1.64 -2.96 -3.39
H 0.38 -2.70 -4.77
H 1.92 -0.74 -4.44
H 1.07 2.09 -2.29
H 2.28 1.43 -3.42
H 4.58 1.19 -3.22
H 6.10 -0.41 -4.07
H 6.31 -2.62 -3.13
H 4.71 -3.30 -1.27
H 3.06 -1.62 -0.43
H 4.28 1.03 0.75
H 5.06 3.00 1.89
H 4.64 5.31 1.01
H 3.35 5.52 -1.12
H 2.54 3.59 -2.23
H 0.55 -2.38 -0.57
H 1.58 -4.59 -0.90
H 0.17 -6.69 -0.58
H -2.17 -6.45 0.04
H -3.14 -4.31 0.43
H -4.95 -1.53 -0.65
H -6.82 -1.34 0.95
H -6.40 -2.00 3.27
H -4.13 -2.26 4.12
H -2.25 -2.21 2.59
```

Properties
Total charge: +1
E_LUMO (Ha): -0.0784
2S+1: 2
HOMO (Eh): -0.4015
Frontier orbital gap (eV): 8.8
Calculated total energy (hartree): -3096.0615